{"formula": "C21H62AgBN5O7V", "method": "the ωB97M-V functional and the def2-TZVPD basis", "spin_multiplicity": 2, "total_energy_ev": -74917.56452, "lumo_ev": [-3.86, -3.45], "s_squared": 0.794, "e_homo_ev": [-10.60, -10.60], "de_lowest_kcal_mol": 0.0, "molar_mass_g_mol": 666.379, "total_charge": 1, "species": ["O", "V", "Ag", "B", "H", "H", "H", "H", "C", "O", "H", "H", "H", "C", "C", "C", "O", "C", "N", "H", "H", "H", "H", "H", "H", "H", "H", "H", "H", "H", "C", "C", "C", "O", "C", "N", "H", "H", "H", "H", "H", "H", "H", "H", "H", "H", "H", "C", "C", "C", "O", "C", "N", "H", "H", "H", "H", "H", "H", "H", "H", "H", "H", "H", "C", "C", "C", "O", "C", "N", "H", "H", "H", "H", "H", "H", "H", "H", "H", "H", "H", "C", "C", "C", "O", "C", "N", "H", "H", "H", "H", "H", "H", "H", "H", "H", "H", "H"], "positions_angstrom": [[-1.0130, -3.3107, 2.7360], [-2.0573, -2.0843, 2.7369], [-3.1342, -3.1948, -0.6529], [-4.0566, -3.2097, 2.1419], [-3.8820, -2.3918, 1.3691], [-4.3276, -2.7243, 3.1694], [-4.9267, -3.8842, 1.8054], [-3.0820, -3.7854, 2.1751], [-1.2939, -0.4713, -0.3107], [-1.7471, -1.3951, 0.6571], [-1.2620, -0.7388, -1.3712], [-1.9541, 0.3963, -0.1679], [-0.2939, -0.1328, -0.0050], [-4.5252, 1.9603, 3.0190], [-3.1205, 1.4337, 2.6783], [-2.0869, 2.4694, 3.0271], [-0.8240, 1.9703, 2.5967], [0.2626, 2.7685, 3.0201], [-2.9847, 0.1358, 3.4175], [-4.8139, 2.8556, 2.4716], [-4.5474, 2.0778, 4.1049], [-5.2673, 1.2025, 2.7596], [-3.1451, 1.1275, 1.6324], [-2.0515, 2.7069, 4.1025], [-2.2126, 3.4685, 2.5948], [0.5056, 3.5929, 2.3445], [1.1426, 2.1235, 3.0585], [0.0988, 3.1364, 4.0391], [-3.9090, -0.2241, 3.6462], [-2.5828, 0.3024, 4.3418], [2.0194, -2.1373, 3.3217], [0.9884, -1.2837, 4.0412], [1.6307, -0.0593, 4.7499], [2.1756, -0.5560, 5.9308], [3.1009, 0.2949, 6.6092], [-0.0436, -0.8034, 3.0628], [2.5954, -1.4795, 2.6675], [1.4092, -2.8927, 2.8310], [2.7334, -2.4425, 4.0864], [0.4372, -1.7876, 4.8393], [0.8525, 0.7071, 4.9190], [2.4146, 0.4007, 4.1279], [3.6149, -0.3943, 7.2770], [2.5652, 1.0516, 7.1843], [3.8312, 0.7374, 5.9290], [0.4524, -0.5667, 2.2049], [-0.3195, 0.0913, 3.4634], [-2.5458, -2.9713, -3.6959], [-1.6223, -4.1363, -3.3097], [-0.4967, -4.4986, -4.2705], [0.5129, -3.5545, -4.5415], [0.1052, -2.6027, -5.5414], [-1.2266, -4.0111, -1.8651], [-3.3623, -2.6941, -3.0179], [-3.0191, -3.1340, -4.6641], [-1.9221, -2.0746, -3.7553], [-2.2193, -5.0419, -3.1285], [-0.7975, -4.9862, -5.2021], [0.0518, -5.2764, -3.7209], [-0.4073, -3.1440, -6.3469], [0.9759, -2.2828, -6.1108], [-0.5206, -1.7666, -5.2431], [-0.8289, -4.8982, -1.5598], [-0.3848, -3.4221, -1.8910], [1.7598, 7.1598, -0.9521], [1.6731, 5.6631, -0.7847], [0.2081, 5.2833, -0.5254], [0.0765, 3.8694, -0.5116], [-1.2390, 3.4150, -0.3911], [2.1782, 5.0088, -1.9912], [2.7448, 7.5878, -1.1575], [1.5643, 7.6873, -0.0131], [1.1189, 7.4714, -1.7778], [2.3209, 5.2927, 0.0106], [-0.4582, 5.6132, -1.3323], [-0.1313, 5.7187, 0.4236], [-1.8033, 3.8508, 0.4426], [-1.2252, 2.3306, -0.3450], [-1.8497, 3.7205, -1.2539], [1.7135, 5.3017, -2.8415], [2.1325, 4.0001, -1.9546], [2.9160, -1.8652, -1.4170], [2.7343, -0.9794, -2.6474], [3.2643, -1.6990, -3.8830], [3.0481, -0.8178, -4.9835], [3.6510, -1.2336, -6.1820], [1.3676, -0.5178, -2.7866], [2.7076, -1.2464, -0.5401], [3.9626, -2.1654, -1.3720], [2.2355, -2.7138, -1.3371], [3.3384, -0.0719, -2.5442], [2.6705, -2.6104, -4.0398], [4.2770, -2.1037, -3.7934], [3.1884, -2.1493, -6.5686], [4.7310, -1.3559, -6.0484], [3.5309, -0.4538, -6.9352], [0.7009, -1.2885, -2.7171], [1.2332, -0.2675, -3.7681]], "forces_ev_per_angstrom": [[-2.1, 2.5, 0.9], [3.9, -1.3, -4.5], [0.9, 0.4, 0.8], [-0.6, 0.2, 0.2], [0.0, 2.0, -1.5], [-0.1, 0.8, 1.4], [-0.8, -0.9, -0.2], [1.7, -1.4, 0.3], [0.1, 1.2, 2.4], [-1.2, -2.1, 0.8], [-0.2, -0.6, 0.2], [0.2, 0.2, -0.7], [0.1, 0.1, -0.5], [0.2, -0.4, 0.0], [-1.9, -0.3, -0.2], [1.3, -0.1, -0.2], [-0.1, 0.0, 0.3], [0.5, -0.2, 0.2], [0.8, -0.9, 0.9], [0.2, 0.2, 0.2], [-0.3, 0.5, -0.1], [0.0, 0.0, 0.0], [0.6, 0.4, -0.1], [-0.1, -0.5, 0.2], [-0.7, -0.3, -0.5], [-0.4, 0.0, -0.1], [0.0, 0.0, -0.1], [0.0, 0.1, -0.1], [-0.2, 0.3, -0.2], [0.0, 0.2, -0.1], [-0.6, 0.8, 1.1], [-0.1, 1.2, 0.0], [-0.2, -0.5, -0.4], [0.3, 0.2, 0.1], [-0.4, -0.8, 0.0], [-0.2, 0.1, 1.2], [-0.2, -0.2, -0.5], [0.9, -0.5, -0.2], [-0.1, -0.8, -0.2], [0.3, -0.4, -0.1], [0.1, 0.0, 0.3], [-0.1, 0.0, -0.1], [0.1, 0.3, 0.2], [0.1, 0.2, 0.0], [-0.1, 0.1, -0.1], [-0.5, -0.1, -0.2], [-0.4, 0.1, -0.7], [0.8, 0.3, -0.3], [-2.0, -0.8, 1.1], [1.1, -1.0, 0.8], [-0.9, 1.4, -0.1], [0.5, -1.1, -1.4], [1.3, 1.0, -0.7], [0.1, -0.5, 0.3], [0.2, 0.0, -0.1], [-0.2, 0.1, -0.1], [-0.2, -0.1, -1.3], [-0.6, 0.3, 0.0], [-0.1, -0.1, -0.2], [-0.5, -0.1, 0.3], [0.3, 0.5, 0.7], [0.2, 0.0, 0.4], [-0.3, -0.1, 0.0], [-0.4, 0.3, 0.6], [0.6, 0.8, 0.5], [-0.2, -0.7, -1.1], [-0.1, -0.5, 0.0], [0.5, -0.1, 0.7], [-0.6, 0.4, -0.6], [0.5, 0.1, -0.2], [0.2, -0.8, -0.4], [-0.8, -0.1, -0.1], [-0.2, 0.2, 0.3], [-0.2, 0.1, 0.3], [0.2, 0.6, 0.0], [-0.1, 0.0, 0.0], [0.4, -0.1, 0.4], [0.0, 0.1, 0.2], [0.2, -0.1, -0.3], [-0.1, 0.2, 0.1], [-0.2, 0.0, 0.2], [0.1, 1.1, 0.3], [0.7, -0.5, 0.0], [-1.1, -0.5, -0.4], [0.4, 0.0, 0.3], [0.2, 0.1, -0.2], [-1.0, -0.2, -0.7], [0.1, -0.1, 0.1], [-0.1, -0.3, 0.2], [0.1, -0.2, -0.4], [0.1, -0.1, 0.2], [-0.2, 0.0, 0.0], [0.4, 0.8, 0.0], [0.2, -0.1, 0.1], [0.0, -0.3, 0.0], [-0.2, 0.1, 0.2], [0.3, -0.2, 0.4], [0.2, 0.5, 0.2]]}

***

{"formula": "C3H5N3O", "method": "the ωB97M-V functional and the def2-TZVPD basis", "spin_multiplicity": 1, "total_energy_ev": -9703.86874, "lumo_ev": [-1.05, -0.89], "e_homo_ev": [-8.78, -8.89], "de_lowest_kcal_mol": 154.9, "molar_mass_g_mol": 99.093, "total_charge": 0, "species": ["C", "N", "C", "O", "N", "C", "N", "H", "H", "H", "H", "H"], "positions_angstrom": [[-2.0158, 0.4486, 0.0193], [1.4935, -0.6726, 0.2839], [-0.6819, -0.2174, 0.0723], [2.7338, -0.9279, -0.2539], [-0.3867, -1.4101, 0.2150], [0.6184, 0.6559, -0.0673], [0.9567, 1.7515, -0.3779], [2.6102, -0.8375, -1.2124], [1.6642, -0.7003, 1.2946], [-2.0366, 1.1062, -0.8520], [-2.1290, 1.0783, 0.9043], [-2.8269, -0.2748, -0.0258]], "forces_ev_per_angstrom": [[0.0, 0.0, 0.0], [-0.3, -0.3, -0.1], [0.0, -0.3, 0.1], [-0.4, 0.1, 0.1], [0.6, 0.5, 0.0], [0.3, 0.6, -0.2], [-0.2, -0.6, 0.1], [0.0, 0.0, 0.1], [0.0, 0.0, -0.1], [0.0, 0.0, 0.1], [0.0, 0.0, 0.0], [0.1, 0.0, 0.0]]}

***

{"formula": "C5H6O3", "method": "the ωB97M-V functional and the def2-TZVPD basis", "spin_multiplicity": 3, "total_energy_ev": -11416.52739, "lumo_ev": [0.77, -0.96], "s_squared": 2.005, "e_homo_ev": [-5.76, -9.27], "de_lowest_kcal_mol": 79.4, "molar_mass_g_mol": 114.100, "total_charge": 0, "species": ["C", "C", "C", "C", "C", "O", "O", "O", "H", "H", "H", "H", "H", "H"], "positions_angstrom": [[-0.7388, -0.9264, -0.6441], [-1.8110, -0.5931, 0.0398], [0.6915, 0.4953, 0.4650], [3.1169, 0.3494, 0.1351], [-2.9047, -0.0928, 0.5895], [0.5773, -0.4250, -0.4585], [-3.6975, 0.8732, 0.0339], [1.9108, 0.7961, 0.7694], [-0.5594, -1.7781, -1.2928], [3.1530, -0.7249, 0.0199], [3.9923, 0.7679, 0.7132], [3.2060, 0.6696, -0.8245], [-3.3168, -0.4493, 1.4390], [-3.6197, 1.0382, -0.9849]], "forces_ev_per_angstrom": [[1.4, -0.6, 0.3], [0.1, 0.5, -0.1], [0.3, 0.5, 0.0], [0.3, -0.4, 2.5], [1.8, 0.7, -4.0], [-3.0, -1.6, -1.3], [-0.5, 0.7, -2.2], [2.3, 1.5, 1.8], [-0.8, 0.1, -0.2], [0.0, -0.5, 0.7], [-1.2, -0.7, -0.4], [-0.1, 1.5, -2.9], [-1.1, -0.9, 2.9], [0.4, -0.8, 3.0]]}

***

{"formula": "C31H46GaNO2", "method": "the ωB97M-V functional and the def2-TZVPD basis", "spin_multiplicity": 1, "total_energy_ev": -90847.06284, "lumo_ev": [-1.76, -1.23], "e_homo_ev": [-6.55, -6.99], "de_lowest_kcal_mol": 51.9, "molar_mass_g_mol": 534.437, "total_charge": 0, "species": ["O", "C", "C", "H", "H", "C", "H", "H", "C", "H", "H", "H", "C", "H", "H", "H", "Ga", "C", "C", "C", "H", "C", "C", "H", "H", "H", "H", "C", "C", "C", "H", "C", "C", "H", "H", "H", "H", "O", "C", "C", "H", "H", "C", "H", "H", "C", "H", "H", "H", "H", "C", "C", "C", "C", "C", "C", "C", "C", "N", "C", "C", "C", "C", "H", "H", "H", "H", "H", "H", "H", "H", "H", "H", "H", "H", "H", "H", "H", "H", "H", "H"], "positions_angstrom": [[-1.5822, 2.4942, -4.5442], [-0.2358, 3.0945, -4.1847], [-0.8397, 4.4873, -4.1179], [0.3509, 2.9569, -5.0873], [0.3305, 2.7693, -3.2882], [-2.2063, 3.7134, -4.0797], [-0.7217, 4.9808, -5.0989], [-0.6407, 5.1251, -3.2447], [-3.2359, 4.0335, -5.1118], [-2.7024, 4.0476, -6.0613], [-3.6704, 4.9938, -4.8630], [-4.0554, 3.3102, -5.0949], [-2.8095, 3.6296, -2.6812], [-1.9798, 3.7871, -1.9749], [-3.2359, 2.6270, -2.5054], [-3.6157, 4.3772, -2.5549], [0.2794, 0.0869, -0.5664], [0.6506, 2.9414, 1.6573], [1.6529, 1.9448, 1.6824], [2.1436, 1.7784, 0.3554], [2.0691, 1.4794, 2.5769], [1.4076, 2.6566, -0.4886], [0.4948, 3.3766, 0.3251], [-0.1446, 4.2025, 0.0099], [0.1370, 3.3329, 2.5426], [2.9844, 1.1442, 0.0922], [1.5863, 2.8297, -1.5410], [-1.8097, 0.0035, 2.0239], [-2.4292, 1.2292, 1.7244], [-2.7605, 1.2426, 0.3617], [-2.6586, 2.0398, 2.4376], [-2.3610, 0.0050, -0.2085], [-1.7960, -0.7936, 0.8512], [-1.5152, -1.8466, 0.8089], [-1.5218, -0.3216, 3.0350], [-3.3072, 2.0460, -0.1533], [-2.5360, -0.3058, -1.2436], [0.0055, -0.5629, -3.4950], [-0.5395, -0.4550, -4.9095], [0.1161, -1.4441, -5.8784], [-0.3435, 0.5758, -5.2593], [-1.6228, -0.6448, -4.8281], [1.0684, -2.2725, -4.9758], [0.6427, -0.8990, -6.6762], [-0.6333, -2.0730, -6.3785], [0.8230, -1.7331, -3.5383], [2.1320, -2.1889, -5.2864], [0.8151, -3.3494, -5.0105], [1.7818, -1.4948, -3.0570], [0.2780, -2.5037, -2.9635], [1.4984, -4.0024, 6.4202], [1.1649, -2.7605, 5.6475], [0.7735, -1.6018, 6.3203], [0.5264, -0.4233, 5.6085], [0.0897, 0.7813, 6.3870], [0.6808, -0.4058, 4.2281], [1.0130, -1.5810, 3.4529], [1.2706, -2.7478, 4.2645], [1.0361, -1.5418, 2.0983], [1.4153, -2.7376, 1.2691], [2.8233, -3.2525, 1.5677], [0.3765, -3.8488, 1.4174], [1.4452, -2.3533, -0.2008], [2.4776, -3.9130, 6.9048], [0.7670, -4.1873, 7.2107], [1.5309, -4.8794, 5.7677], [0.6688, -1.6073, 7.4024], [-0.7933, 0.5382, 6.9923], [0.8776, 1.0961, 7.0827], [-0.1568, 1.6284, 5.7390], [0.5092, 0.5246, 3.6781], [1.5407, -3.6828, 3.7695], [2.9156, -3.7144, 2.5524], [3.0850, -4.0171, 0.8255], [3.5530, -2.4346, 1.4890], [-0.6412, -3.4494, 1.3377], [0.5102, -4.5947, 0.6262], [0.4612, -4.3702, 2.3730], [0.4209, -2.1255, -0.5756], [2.1884, -1.5676, -0.3951], [1.7324, -3.2227, -0.7943]], "forces_ev_per_angstrom": [[2.1, 0.3, 2.0], [-0.4, -0.4, -1.1], [-1.2, -0.2, -0.3], [0.6, -0.1, 0.2], [-0.9, -0.4, -0.4], [-0.4, 0.2, -0.2], [0.0, 0.2, 0.7], [0.1, -0.2, -0.5], [0.0, 0.5, 0.1], [-0.5, 0.1, -0.3], [-0.1, 0.4, -0.3], [0.2, -0.1, -0.1], [0.4, -0.4, 0.1], [-0.6, -0.1, 0.2], [0.2, 0.4, -0.1], [0.6, -0.2, 0.1], [-0.8, 1.7, 0.9], [0.8, -0.5, 0.2], [0.1, 0.4, -0.1], [-0.2, -1.2, 1.3], [-0.2, 0.0, -0.4], [-1.3, 1.2, -0.1], [0.5, -0.1, -0.8], [0.1, -0.4, 0.0], [0.1, -0.2, -0.5], [0.0, 0.2, -0.1], [0.1, 0.0, 0.1], [-0.3, -0.8, 0.3], [-0.3, 0.1, 0.1], [-0.2, -0.1, -0.7], [0.3, -0.6, -0.5], [-0.3, 1.0, -0.6], [0.8, 0.3, 1.0], [-0.2, 0.5, -0.1], [-0.1, 0.2, -0.8], [0.5, -0.5, 0.2], [0.0, 0.0, 0.5], [0.1, -0.6, -3.2], [-0.5, 1.0, 0.8], [0.3, -0.1, 0.4], [-0.4, -0.5, 0.5], [0.4, 0.4, 0.0], [0.1, -0.1, -0.1], [0.0, -0.2, 0.4], [0.2, 0.1, 0.3], [0.2, -0.7, 0.6], [-0.7, 0.1, 0.2], [0.1, 0.6, 0.0], [-0.2, -0.2, 0.1], [0.5, 0.1, 0.0], [0.1, -0.3, 0.1], [0.1, 0.1, -0.4], [0.1, 0.0, -0.4], [0.1, -0.2, -0.4], [-0.1, 0.4, 0.1], [-0.1, 0.2, -0.6], [0.1, -0.6, 0.5], [0.0, -0.2, -0.3], [0.5, -0.2, 0.1], [-0.2, 0.2, 0.9], [0.4, -0.1, 0.2], [-0.3, -0.4, 0.1], [-0.4, -0.2, -0.3], [-0.1, 0.0, -0.1], [0.0, 0.0, -0.1], [0.0, 0.1, 0.1], [0.0, 0.0, -0.1], [0.1, 0.1, -0.1], [-0.1, 0.0, -0.1], [0.1, -0.2, 0.1], [0.0, -0.4, 0.2], [-0.1, 0.4, 0.4], [0.1, 0.2, -0.2], [0.0, 0.1, 0.1], [-0.2, -0.2, 0.1], [0.3, -0.1, 0.1], [0.0, 0.1, 0.1], [-0.1, 0.1, -0.2], [0.7, 0.0, 0.2], [-0.3, 0.0, 0.0], [0.2, 0.0, 0.0]]}